No. 1
Entry from the Open Molecules 2025 dataset: an isolated molecule of C3H5NO4 in a non-equilibrium geometry (the ωB97M-V functional and the def2-TZVPD basis).

```
13
Properties=species:S:1:pos:R:3
O -0.261 -1.409 -0.523
O -1.816 1.533 0.058
O -0.695 -0.273 1.704
H 2.198 -0.597 -1.158
H 0.723 1.590 0.425
C -0.276 -0.251 -0.003
O -2.448 -0.452 -0.618
C 2.126 0.402 -0.614
N -1.669 0.396 -0.200
H -0.310 -1.120 1.986
C 0.901 0.633 -0.103
H -1.262 -1.618 -0.435
H 2.788 1.166 -0.519
```

Properties
Structure (SMILES): C=CC(O)(O)[N+](=O)[O-]
Total charge: 0
Gap between HOMO and LUMO (eV): 10.4165
DFT total energy (hartree): -472.8535
Relative energy (zero: lowest compared OMol25 entry of this formula, charge and spin) (kJ/mol): 566.9
F_max (eV/A): 5.85

Here are the Mulliken charges for atoms 1 to 6, given in e: number 1, O, carries -0.4532; number 2, O, carries -0.5344; number 3, O, carries -0.5947; number 4, H, carries 0.2302; number 5, H, carries 0.2514; number 6, C, carries 0.7488

---

No. 2
Entry from the Open Molecules 2025 dataset: a structure of composition C3H5NO4 in a non-equilibrium geometry (the ωB97M-V functional and the def2-TZVPD basis).

```
13
Properties=species:S:1:pos:R:3
H 0.538 0.139 2.115
H 0.315 2.298 -0.627
O -2.566 0.982 -0.457
N -0.598 -1.804 -0.270
C -0.565 -0.406 -0.066
H 2.561 0.160 -0.253
C 0.729 0.265 0.227
O 1.701 0.176 -0.699
C -1.471 0.562 -0.305
O -0.075 1.757 0.075
O 1.256 0.158 1.469
H -0.344 -2.067 -1.215
H -1.478 -2.220 0.006
```

Properties
Total charge: 0
Gap between HOMO and LUMO (eV): 8.7079
DFT total energy (hartree): -472.9694
Relative energy (zero: lowest compared OMol25 entry of this formula, charge and spin) (kJ/mol): 262.6
F_max (eV/A): 1.93

Here are the Mulliken charges for atoms 1 to 6, given in e: number 1, H, carries 0.3686; number 2, H, carries 0.3282; number 3, O, carries -0.5254; number 4, N, carries -0.5458; number 5, C, carries -0.7016; number 6, H, carries 0.3409

---

No. 3
Entry from the Open Molecules 2025 dataset: a structure of composition C3H5NO4 in a non-equilibrium geometry (the ωB97M-V functional and the def2-TZVPD basis).

```
13
Properties=species:S:1:pos:R:3
O 0.728 -1.606 1.419
H -2.754 -0.295 -0.768
C -0.898 -0.858 -0.584
H -0.848 1.404 -1.522
H 1.188 1.694 0.989
C 0.980 -0.469 0.824
O 0.314 0.975 -1.138
C 0.494 -0.245 -0.508
H 1.344 1.241 2.520
H 1.169 -0.847 -1.017
O -1.249 -1.880 -1.168
O -1.860 0.182 -0.512
N 1.393 0.704 1.465
```

Properties
Total charge: 0
Gap between HOMO and LUMO (eV): 9.8799
DFT total energy (hartree): -472.8898
Relative energy (zero: lowest compared OMol25 entry of this formula, charge and spin) (kJ/mol): 471.6
F_max (eV/A): 8.17

Here are the Mulliken charges for atoms 1 to 6, given in e: number 1, O, carries -0.5978; number 2, H, carries 0.3539; number 3, C, carries 0.4283; number 4, H, carries 0.4845; number 5, H, carries 0.3031; number 6, C, carries 0.2182